(1)
{
  "formula": "CH5N2",
  "method": "ωB97M-V with the def2-TZVPD basis set",
  "species": ["C", "N", "N", "H", "H", "H", "H", "H"],
  "xyz": [[0.121, 0.010, 0.207], [-0.690, 0.987, -0.013], [0.547, -1.054, -0.377], [0.859, 0.166, 1.586], [-1.103, 1.614, 0.622], [-0.918, 1.257, -0.972], [1.097, -1.674, 0.184], [0.087, -1.306, -1.238]],
  "mol_weight_da": 45.1,
  "max_force_ev_per_a": 8.33,
  "energy_ha": -150.2903,
  "total_charge": 1,
  "gap_ha": 0.4474,
  "homo_ev": -16.68
}

***

(2)
{
  "formula": "C18H27NO5S2",
  "method": "ωB97M-V with the def2-TZVPD basis set",
  "species": ["C", "C", "H", "H", "O", "C", "O", "C", "C", "C", "N", "S", "O", "O", "C", "C", "S", "C", "C", "H", "H", "H", "C", "C", "H", "H", "H", "H", "H", "H", "H", "H", "C", "C", "C", "C", "C", "H", "C", "O", "H", "H", "H", "H", "H", "H", "H", "H", "H", "H", "H", "H", "H"],
  "xyz": [[-4.961, 2.140, 1.000], [-4.762, 0.945, 0.325], [-4.984, 1.100, -0.807], [-5.372, 0.152, 0.620], [-3.217, 0.516, 0.489], [-2.308, 0.780, -0.293], [-2.450, 1.464, -1.138], [-1.031, 0.378, 0.034], [-1.118, -1.193, 0.085], [-1.288, -1.822, -1.172], [-0.387, -1.492, -2.237], [1.203, -2.169, -1.946], [1.095, -3.480, -1.483], [1.940, -1.561, -0.815], [2.051, -1.941, -3.415], [1.659, -2.925, -4.434], [2.667, -2.419, -5.702], [3.512, -1.321, -4.913], [2.939, -1.059, -3.642], [3.447, -0.636, -2.901], [4.281, -0.619, -5.504], [0.795, -3.720, -4.560], [-0.244, -0.062, -2.277], [-0.023, 0.524, -0.904], [-0.141, 1.999, -1.232], [0.953, 0.520, -0.445], [0.880, 0.211, -2.784], [-1.192, 0.381, -2.809], [-1.246, -3.073, -1.181], [-2.250, -1.570, -1.599], [-2.063, -1.502, 0.751], [-0.154, -1.558, 0.532], [-0.814, 0.865, 1.519], [0.770, 0.603, 2.083], [0.740, 0.524, 3.588], [1.898, 0.285, 4.006], [3.029, 1.541, 3.412], [3.989, 0.934, 3.801], [2.805, 1.372, 1.913], [1.417, 1.483, 1.465], [3.407, 2.106, 1.656], [3.136, 0.165, 1.461], [2.817, 2.284, 3.818], [2.286, 0.289, 5.189], [2.440, -0.663, 3.586], [0.002, -0.179, 4.081], [0.349, 1.492, 4.103], [1.084, -0.349, 1.860], [-1.577, 0.581, 2.138], [-0.878, 1.854, 1.344], [-5.989, 2.581, 0.755], [-4.282, 3.004, 0.514], [-4.858, 2.242, 2.070]],
  "mol_weight_da": 401.5,
  "max_force_ev_per_a": 18.85,
  "energy_ha": -1928.8104,
  "gap_ha": 0.3412,
  "homo_ev": -8.88
}

***

(3)
{
  "formula": "C3H7N3O2",
  "method": "ωB97M-V with the def2-TZVPD basis set",
  "species": ["C", "C", "C", "H", "H", "H", "H", "H", "H", "H", "N", "N", "N", "O", "O"],
  "xyz": [[1.183, 0.046, 0.521], [-0.341, -0.292, 0.405], [-1.010, 0.685, -0.581], [2.499, 1.553, 0.416], [0.843, 1.915, -0.076], [1.298, -1.447, 1.455], [-0.614, 0.239, 1.306], [0.135, -2.031, 0.051], [-1.848, -1.305, -1.152], [-2.340, -0.005, -2.382], [1.494, 1.353, 0.312], [2.090, -0.770, 0.962], [-2.244, -0.070, -0.993], [-0.633, -1.682, 0.516], [-0.513, 1.811, -0.759]],
  "mol_weight_da": 117.1,
  "max_force_ev_per_a": 7.80,
  "energy_ha": -433.0949,
  "gap_ha": 0.3256,
  "homo_ev": -9.00
}

***

(4)
{
  "formula": "C4H12BrO2S2",
  "method": "ωB97M-V with the def2-TZVPD basis set",
  "species": ["Br", "C", "S", "O", "C", "H", "H", "H", "H", "H", "H", "C", "S", "O", "C", "H", "H", "H", "H", "H", "H"],
  "xyz": [[38.302, 33.804, 33.043], [41.338, 33.956, 27.349], [41.168, 34.990, 28.793], [40.459, 36.099, 28.079], [39.746, 34.093, 29.407], [41.936, 32.934, 27.568], [41.878, 34.375, 26.523], [40.458, 33.496, 26.981], [39.393, 34.403, 30.327], [40.012, 33.102, 29.714], [39.125, 34.099, 28.583], [39.028, 28.333, 29.816], [37.707, 29.363, 30.423], [36.872, 28.441, 31.307], [38.795, 30.240, 31.585], [39.820, 28.907, 29.590], [38.888, 27.761, 28.802], [39.369, 27.906, 30.788], [39.367, 29.553, 32.064], [38.435, 30.987, 32.254], [39.493, 30.716, 30.788]],
  "mol_weight_da": 236.2,
  "max_force_ev_per_a": 5.34,
  "energy_ha": -3680.4283,
  "total_charge": -1,
  "gap_ha": 0.2459,
  "homo_ev": -4.14
}

***

(5)
{
  "formula": "C11H32Li5O7",
  "method": "ωB97M-V with the def2-TZVPD basis set",
  "species": ["Li", "Li", "Li", "Li", "Li", "O", "C", "C", "O", "H", "H", "H", "H", "O", "H", "H", "O", "H", "H", "C", "C", "C", "O", "H", "H", "H", "H", "H", "H", "H", "H", "C", "C", "C", "O", "H", "H", "H", "H", "H", "H", "H", "H", "C", "C", "C", "O", "H", "H", "H", "H", "H", "H", "H", "H"],
  "xyz": [[-21.633, -16.832, -8.384], [-18.960, -15.563, -8.447], [-23.160, -19.913, -8.101], [-23.211, -18.154, -6.200], [-20.047, -17.464, -11.460], [-21.476, -18.843, -7.323], [-20.228, -19.256, -7.772], [-19.320, -18.430, -8.864], [-19.693, -17.207, -9.447], [-20.206, -20.332, -7.946], [-19.686, -19.012, -6.858], [-18.894, -19.085, -9.624], [-18.406, -18.206, -8.314], [-20.888, -21.114, -4.996], [-20.708, -20.306, -4.515], [-20.960, -20.839, -5.910], [-20.114, -18.502, -4.586], [-20.095, -18.454, -5.541], [-20.750, -17.836, -4.324], [-19.369, -22.218, -10.655], [-20.364, -23.046, -9.869], [-21.365, -23.817, -10.788], [-19.548, -24.085, -9.251], [-19.886, -21.338, -11.036], [-18.748, -22.699, -11.411], [-18.721, -21.763, -9.906], [-20.795, -22.535, -9.008], [-21.033, -23.796, -11.826], [-22.357, -23.367, -10.742], [-21.552, -24.831, -10.435], [-18.641, -23.807, -9.099], [-16.937, -21.997, -7.372], [-16.148, -22.620, -8.501], [-14.695, -22.980, -8.010], [-16.807, -23.777, -8.851], [-16.318, -21.118, -7.191], [-17.058, -22.601, -6.473], [-17.941, -21.772, -7.730], [-16.053, -21.858, -9.275], [-14.260, -22.045, -7.656], [-14.023, -23.408, -8.754], [-14.571, -23.682, -7.186], [-17.020, -24.339, -8.102], [-16.587, -16.997, -6.341], [-16.343, -15.519, -6.364], [-15.218, -15.153, -7.262], [-17.503, -14.975, -6.964], [-16.566, -17.359, -7.369], [-17.438, -17.361, -5.766], [-15.757, -17.456, -5.804], [-16.297, -15.130, -5.347], [-15.306, -15.573, -8.264], [-14.270, -15.555, -6.904], [-15.112, -14.080, -7.417], [-17.397, -14.023, -7.017]],
  "spin_multiplicity": 2,
  "mol_weight_da": 311.1,
  "max_force_ev_per_a": 4.16,
  "energy_ha": -1002.1196,
  "total_charge": 2,
  "gap_ha": [0.1564, 0.2486],
  "homo_ev": [-11.19, -13.88]
}

***

(6)
{
  "formula": "C4H7N",
  "method": "ωB97M-V with the def2-TZVPD basis set",
  "species": ["N", "C", "C", "C", "C", "H", "H", "H", "H", "H", "H", "H"],
  "xyz": [[0.221, 1.305, 1.072], [0.083, 0.252, 0.353], [-1.203, -0.587, 0.608], [0.458, 0.252, -1.177], [1.180, -0.838, -0.564], [0.898, 1.142, -1.650], [1.085, 1.657, 1.469], [-1.681, -0.312, 1.549], [-1.962, -0.314, -0.135], [-0.400, -0.140, -1.723], [-0.908, -1.623, 0.486], [2.229, -0.795, -0.288]],
  "mol_weight_da": 69.1,
  "max_force_ev_per_a": 3.73,
  "energy_ha": -211.1482,
  "gap_ha": 0.2635,
  "homo_ev": -8.21
}

***

(7)
{
  "formula": "C28H39Cl49NO2",
  "method": "ωB97M-V with the def2-TZVPD basis set",
  "species": ["C", "C", "C", "C", "C", "Cl", "C", "C", "C", "O", "C", "C", "C", "C", "N", "O", "H", "H", "H", "H", "H", "H", "H", "H", "H", "H", "H", "H", "H", "H", "H", "H", "H", "H", "H", "H", "H", "H", "H", "C", "Cl", "Cl", "Cl", "H", "C", "Cl", "Cl", "Cl", "H", "C", "Cl", "Cl", "Cl", "H", "C", "Cl", "Cl", "Cl", "H", "C", "Cl", "Cl", "Cl", "H", "C", "Cl", "Cl", "Cl", "H", "C", "Cl", "Cl", "Cl", "H", "C", "Cl", "Cl", "Cl", "H", "C", "Cl", "Cl", "Cl", "H", "C", "Cl", "Cl", "Cl", "H", "C", "Cl", "Cl", "Cl", "H", "C", "Cl", "Cl", "Cl", "H", "C", "Cl", "Cl", "Cl", "H", "C", "Cl", "Cl", "Cl", "H", "C", "Cl", "Cl", "Cl", "H", "C", "Cl", "Cl", "Cl", "H"],
  "xyz": [[-2.442, 5.780, -0.211], [-3.002, 4.819, 0.987], [-4.219, 3.979, 0.314], [-1.790, 3.831, 1.347], [-1.940, 3.028, 2.730], [-3.132, 1.610, 2.652], [-0.519, 2.419, 3.266], [-0.207, 0.935, 2.733], [-0.533, -0.234, 3.826], [-1.589, -1.138, 3.336], [-2.361, 4.133, 3.851], [-3.578, 5.082, 3.413], [-3.604, 6.298, 4.512], [-4.961, 4.286, 3.623], [-3.418, 5.744, 2.082], [-4.514, 6.429, 1.789], [-3.295, 6.425, -0.624], [-1.902, 5.160, -1.006], [-1.706, 6.505, 0.317], [-5.236, 4.169, 0.796], [-4.325, 4.297, -0.795], [-3.949, 2.855, 0.280], [-0.844, 4.496, 1.446], [-1.587, 3.104, 0.479], [0.290, 3.186, 2.951], [-0.549, 2.415, 4.413], [-0.651, 0.705, 1.701], [0.945, 0.880, 2.593], [-0.905, 0.243, 4.806], [0.375, -0.904, 4.023], [-2.437, -0.944, 3.812], [-1.418, 4.804, 3.960], [-2.515, 3.644, 4.883], [-4.657, 6.414, 4.978], [-3.293, 7.269, 3.966], [-2.838, 6.147, 5.351], [-5.851, 5.010, 3.779], [-5.184, 3.483, 2.845], [-4.859, 3.727, 4.636], [3.987, -0.897, 3.810], [3.264, 0.062, 5.111], [2.762, -1.904, 3.022], [4.776, 0.158, 2.628], [4.741, -1.552, 4.245], [-5.642, -1.310, 4.973], [-4.967, -2.907, 4.618], [-4.346, -0.130, 5.224], [-6.716, -0.784, 3.669], [-6.224, -1.380, 5.890], [6.254, -2.841, 0.095], [6.436, -4.458, -0.602], [4.863, -2.786, 1.188], [7.732, -2.359, 0.944], [6.081, -2.135, -0.717], [8.313, 2.192, 2.445], [8.492, 0.571, 1.755], [6.922, 2.255, 3.538], [9.791, 2.676, 3.291], [8.140, 2.894, 1.630], [-0.310, -2.772, 0.390], [-1.738, -3.386, -0.457], [1.005, -3.955, 0.340], [0.212, -1.234, -0.311], [-0.579, -2.600, 1.433], [9.638, -7.082, -0.323], [11.366, -7.372, -0.581], [9.343, -5.385, 0.080], [8.708, -7.550, -1.754], [9.309, -7.695, 0.515], [-4.277, 9.389, -0.660], [-2.551, 9.098, -0.920], [-4.569, 11.087, -0.252], [-5.209, 8.924, -2.091], [-4.605, 8.774, 0.178], [5.136, -9.349, 0.132], [5.165, -10.495, 1.480], [6.355, -8.086, 0.362], [5.392, -10.189, -1.405], [4.155, -8.877, 0.105], [-3.453, -1.115, -2.813], [-3.443, 0.265, -1.706], [-5.115, -1.632, -3.146], [-2.602, -0.710, -4.314], [-2.929, -1.942, -2.335], [14.051, -7.304, 2.164], [13.619, -5.660, 2.656], [15.734, -7.370, 1.622], [13.780, -8.442, 3.493], [13.411, -7.593, 1.331], [-4.834, 1.967, -6.462], [-5.245, 3.611, -5.950], [-3.145, 1.881, -6.986], [-5.138, 0.813, -5.154], [-5.467, 1.703, -7.306], [-5.379, -3.840, -6.636], [-4.848, -4.163, -8.293], [-4.399, -2.562, -5.906], [-7.091, -3.387, -6.614], [-5.253, -4.751, -6.051], [-7.850, -5.401, -3.250], [-7.798, -6.526, -1.885], [-6.643, -4.120, -3.043], [-7.600, -6.270, -4.772], [-8.837, -4.941, -3.276], [6.126, 2.578, -1.468], [5.698, 4.226, -0.988], [7.804, 2.507, -2.026], [5.871, 1.453, -0.125], [5.478, 2.281, -2.292], [-8.863, 0.188, -7.937], [-8.343, -0.151, -9.594], [-7.894, 1.493, -7.234], [-10.584, 0.599, -7.896], [-8.711, -0.710, -7.340], [6.355, -2.821, -4.214], [6.339, -1.422, -3.128], [4.706, -3.364, -4.553], [7.205, -2.431, -5.716], [6.888, -3.632, -3.718]],
  "spin_multiplicity": 2,
  "mol_weight_da": 2158.8,
  "max_force_ev_per_a": 3.41,
  "energy_ha": -23844.6651,
  "gap_ha": [0.3400, 0.3493],
  "homo_ev": [-9.20, -10.02]
}

***

(8)
{
  "formula": "C17H28N3O6PPtS3",
  "method": "ωB97M-V with the def2-TZVPD basis set",
  "species": ["Pt", "C", "H", "H", "C", "C", "C", "O", "P", "S", "S", "O", "C", "C", "C", "H", "H", "H", "H", "H", "H", "H", "H", "H", "H", "H", "H", "H", "H", "C", "N", "C", "S", "N", "C", "H", "H", "H", "H", "H", "H", "H", "H", "O", "C", "O", "C", "C", "C", "C", "C", "C", "N", "O", "O", "H", "H", "H", "H"],
  "xyz": [[0.427, 0.583, -0.171], [2.193, 0.726, -0.658], [2.662, 1.661, -0.994], [2.971, -0.033, -0.486], [-0.725, -2.550, 1.782], [0.580, -2.318, 2.524], [1.780, -2.416, 1.600], [0.695, -1.057, 3.219], [-0.411, 0.091, 3.460], [-1.866, -0.506, 4.640], [-1.047, 0.924, 1.743], [0.481, 1.091, 4.353], [1.803, 1.611, 4.135], [2.792, 0.722, 4.877], [2.196, 1.810, 2.687], [-0.675, -3.539, 1.318], [-0.868, -1.812, 0.993], [-1.577, -2.513, 2.460], [0.669, -3.064, 3.323], [1.707, -1.633, 0.840], [1.796, -3.388, 1.103], [2.708, -2.294, 2.163], [1.769, 2.589, 4.625], [2.863, -0.245, 4.379], [2.459, 0.561, 5.903], [3.780, 1.189, 4.891], [2.199, 0.870, 2.137], [3.205, 2.233, 2.661], [1.523, 2.484, 2.159], [-2.899, 2.983, -0.096], [-1.688, 3.777, 0.018], [-0.716, 3.831, -0.916], [0.742, 4.622, -0.556], [-1.006, 3.271, -2.102], [0.004, 3.048, -3.118], [-3.343, 2.907, 0.893], [-2.692, 1.966, -0.436], [-3.610, 3.457, -0.780], [-1.364, 4.008, 0.942], [-1.735, 2.555, -2.123], [0.791, 3.790, -3.007], [-0.456, 3.131, -4.103], [0.446, 2.055, -2.997], [-2.546, 0.917, -2.928], [-2.031, 0.006, -2.249], [-1.761, 0.019, -1.025], [-1.703, -1.288, -2.984], [-2.511, -1.712, -4.029], [-2.245, -2.899, -4.702], [-1.143, -3.659, -4.354], [-0.337, -3.209, -3.317], [-0.596, -2.047, -2.612], [0.837, -4.019, -2.962], [0.995, -5.085, -3.548], [1.596, -3.595, -2.117], [-3.347, -1.084, -4.310], [-2.893, -3.230, -5.505], [-0.898, -4.580, -4.860], [0.023, -1.713, -1.783]],
  "mol_weight_da": 692.7,
  "max_force_ev_per_a": 0.40,
  "energy_ha": -2935.5918,
  "total_charge": -2,
  "gap_ha": 0.1946,
  "homo_ev": -1.27
}

***

(9)
{
  "formula": "C3H12BN",
  "method": "ωB97M-V with the def2-TZVPD basis set",
  "species": ["C", "N", "C", "C", "H", "H", "H", "H", "H", "H", "H", "H", "H", "B", "H", "H", "H"],
  "xyz": [[-1.741, -1.608, -0.929], [-0.329, -1.484, -1.055], [0.424, -2.479, -0.369], [0.177, -0.135, -0.904], [-2.060, -2.591, -0.534], [-2.068, -0.799, -0.264], [-2.284, -1.421, -1.860], [-0.185, -3.344, -0.048], [1.279, -2.855, -0.939], [0.882, -1.982, 0.495], [1.251, -0.136, -1.135], [-0.392, 0.529, -1.566], [0.043, 0.174, 0.085], [1.240, 4.513, 2.274], [1.526, 4.596, 1.075], [0.150, 4.897, 2.630], [2.087, 4.127, 3.041]],
  "smiles": "CN(C)C.B",
  "mol_weight_da": 72.9,
  "max_force_ev_per_a": 2.19,
  "energy_ha": -200.9962,
  "gap_ha": 0.2870,
  "homo_ev": -7.95
}

***

What did the fourth record say?
{
  "formula": "C4H12BrO2S2",
  "method": "ωB97M-V with the def2-TZVPD basis set",
  "species": ["Br", "C", "S", "O", "C", "H", "H", "H", "H", "H", "H", "C", "S", "O", "C", "H", "H", "H", "H", "H", "H"],
  "xyz": [[38.302, 33.804, 33.043], [41.338, 33.956, 27.349], [41.168, 34.990, 28.793], [40.459, 36.099, 28.079], [39.746, 34.093, 29.407], [41.936, 32.934, 27.568], [41.878, 34.375, 26.523], [40.458, 33.496, 26.981], [39.393, 34.403, 30.327], [40.012, 33.102, 29.714], [39.125, 34.099, 28.583], [39.028, 28.333, 29.816], [37.707, 29.363, 30.423], [36.872, 28.441, 31.307], [38.795, 30.240, 31.585], [39.820, 28.907, 29.590], [38.888, 27.761, 28.802], [39.369, 27.906, 30.788], [39.367, 29.553, 32.064], [38.435, 30.987, 32.254], [39.493, 30.716, 30.788]],
  "mol_weight_da": 236.2,
  "max_force_ev_per_a": 5.34,
  "energy_ha": -3680.4283,
  "total_charge": -1,
  "gap_ha": 0.2459,
  "homo_ev": -4.14
}

***

What did the third record say?
{
  "formula": "C3H7N3O2",
  "method": "ωB97M-V with the def2-TZVPD basis set",
  "species": ["C", "C", "C", "H", "H", "H", "H", "H", "H", "H", "N", "N", "N", "O", "O"],
  "xyz": [[1.183, 0.046, 0.521], [-0.341, -0.292, 0.405], [-1.010, 0.685, -0.581], [2.499, 1.553, 0.416], [0.843, 1.915, -0.076], [1.298, -1.447, 1.455], [-0.614, 0.239, 1.306], [0.135, -2.031, 0.051], [-1.848, -1.305, -1.152], [-2.340, -0.005, -2.382], [1.494, 1.353, 0.312], [2.090, -0.770, 0.962], [-2.244, -0.070, -0.993], [-0.633, -1.682, 0.516], [-0.513, 1.811, -0.759]],
  "mol_weight_da": 117.1,
  "max_force_ev_per_a": 7.80,
  "energy_ha": -433.0949,
  "gap_ha": 0.3256,
  "homo_ev": -9.00
}